Below is the ion C5H12N with charge +1 in a non-equilibrium geometry, with properties calculated with wB97M-V/def2-TZVPD.

Results
- LUMO energy (eV) = -3.49
- net charge = +1
- SMILES string = C/C=C/CC[NH3+]
- relative energy (zero: lowest compared OMol25 entry of this formula, charge and spin) (kcal/mol) = 30.9

Last columns: bonded neighbours and bond lengths (Å).
CARTESIAN COORDINATES (ANGSTROEM)
1 C 2.26686 0.37846 -1.08218  C2 1.492, H7 1.088, H8 1.093, H9 1.093
2 C 1.28075 -0.33009 -0.21460  C1 1.492, C3 1.327, H10 1.097
3 C 0.17894 -0.96059 -0.59961  C2 1.327, C4 1.518, H11 1.086
4 C -0.98685 -1.21140 0.33902  C3 1.518, C5 1.523, H12 1.089, H13 1.092
5 C -1.33438 -0.01937 1.22065  C4 1.523, N6 1.528, H14 1.086, H15 1.087
6 N -1.27973 1.23660 0.35223  C5 1.528, H16 1.019, H17 1.025, H18 1.023
7 H 2.15055 1.45788 -1.00752  C1 1.088
8 H 3.31303 0.16482 -0.84992  C1 1.093
9 H 2.15329 0.02248 -2.10972  C1 1.093
10 H 1.45984 -0.28609 0.86699  C2 1.097
11 H 0.16730 -1.48055 -1.55255  C3 1.086
12 H -0.82012 -2.09926 0.94793  C4 1.089
13 H -1.87030 -1.38611 -0.27801  C4 1.092
14 H -2.34058 -0.07001 1.62538  C5 1.086
15 H -0.64514 0.14208 2.04492  C5 1.087
16 H -1.72674 2.09161 0.68086  N6 1.019
17 H -0.27670 1.34633 0.17187  N6 1.025
18 H -1.69000 1.00320 -0.55575  N6 1.023

These are the Löwdin partial charges, in e, on atoms 1 to 4: -0.079, -0.187, -0.123, -0.168